C23H43F5N2O6S2Sr | ωB97M-V/def2-TZVPD

Summary:
Spin multiplicity: 1
LUMO level in eV: -8.7
Charge: +2

```
82
C23H43F5N2O6S2Sr (ωB97M-V/def2-TZVPD)
C -1.59350 -12.74821 -0.91678
C -1.58579 -12.43144 0.71759
C -0.88675 -10.98726 1.06110
C -2.02869 -9.90842 1.54355
C -1.47350 -8.34140 1.42361
C -1.99211 -7.45917 2.71605
C -1.39084 -5.92112 2.58527
C -2.58326 -4.83104 2.16414
C -2.04500 -3.77352 1.03287
C -1.97985 -2.25951 1.68380
C -1.06820 -1.21205 0.80992
C -1.88957 0.17399 0.44273
C -0.97214 1.43609 1.01063
C -1.67869 2.92075 0.70818
C -0.92872 3.67637 -0.56320
C 0.60983 4.02307 -0.12609
C 1.01044 5.61657 -0.17350
C -0.17906 6.70251 0.27549
N -1.04602 7.15613 -0.87642
O 1.89301 5.71358 1.03811
S 3.39731 5.00132 0.53910
O 3.59824 3.54946 1.07151
O 4.65189 5.75079 1.08858
O 3.16672 5.09746 -1.17841
C 2.08711 6.12674 -1.34976
N 2.86335 7.38947 -1.04096
C 2.19286 8.64284 -1.54714
C 2.57227 10.00948 -0.67218
S 1.60839 5.77519 -3.16261
O 0.82422 4.41271 -3.31105
O 0.58473 6.85926 -3.68197
C 3.10813 5.90990 -4.26965
F 3.95366 7.11523 -3.93268
F 2.61734 6.17625 -5.67029
C 4.12398 4.63062 -4.25912
F 5.44101 5.05066 -3.69757
F 4.38779 4.28976 -5.70606
F 3.61707 3.40777 -3.60254
H -1.02365 -13.75520 -1.17970
H -2.72008 -12.77714 -1.23738
H -1.07535 -11.87628 -1.50833
H -0.97998 -13.30798 1.24201
H -2.68797 -12.45179 1.15082
H -0.25928 -10.60007 0.15213
H -0.10673 -11.15945 1.94659
H -2.37218 -10.15356 2.63846
H -2.95639 -10.02134 0.80105
H -0.29399 -8.37214 1.37994
H -1.89466 -7.85126 0.44628
H -3.16464 -7.38131 2.65823
H -1.62889 -7.89077 3.75462
H -0.88359 -5.59593 3.59459
H -0.55257 -5.93943 1.75357
H -2.96502 -4.20128 3.09305
H -3.52795 -5.38675 1.70220
H -2.86646 -3.72468 0.17769
H -1.00099 -4.07548 0.59851
H -1.55841 -2.27139 2.78645
H -3.09948 -1.86352 1.75465
H -0.73406 -1.76397 -0.16736
H -0.08628 -0.99921 1.43172
H -1.98397 0.28652 -0.72348
H -2.92189 0.20158 1.00145
H -0.81208 1.25171 2.16433
H 0.08115 1.33118 0.48789
H -2.80988 2.79629 0.41604
H -1.48795 3.57170 1.66170
H -0.88742 2.85461 -1.42841
H -1.54375 4.56904 -1.00063
H 1.31314 3.31784 -0.74043
H 0.71651 3.68722 1.01366
H 0.27837 7.57720 0.92110
H -0.86704 6.08431 1.03001
H -2.00002 6.69056 -0.80205
H -1.26764 8.17285 -0.65345
H 3.86630 7.33175 -1.37524
H 1.02923 8.58683 -1.65053
H 2.60544 8.86691 -2.64360
H 3.14335 10.76725 -1.39469
H 3.34054 9.72117 0.16200
H 1.63012 10.58903 -0.28520
Sr 4.02840 2.42353 2.69550
```